This record from the OMol25 dataset describes a 2-piece molecular cluster, C26H35O overall. The level of theory is wB97M-V/def2-TZVPD.

For the orbital gap, the calculation gives 5.40 eV. The energy comes out at -1086.668290 a.u. The total charge is +1.

Cartesian coordinates (Å):
C (3.840, -5.797, 1.122)
C (3.293, -4.451, 0.763)
C (3.625, -3.354, 1.550)
C (3.257, -2.056, 1.206)
C (3.831, -0.968, 2.084)
C (2.410, -1.834, 0.098)
C (2.012, -0.406, -0.287)
C (3.212, 0.335, -0.905)
C (1.312, 0.440, 0.837)
C (-0.027, -0.065, 1.155)
C (-0.798, 0.075, 2.318)
C (-1.816, -0.921, 2.577)
C (-1.951, -2.132, 1.703)
C (-2.683, -0.773, 3.642)
C (-2.606, 0.317, 4.518)
C (-3.582, 0.430, 5.645)
C (-1.574, 1.238, 4.320)
C (-0.663, 1.146, 3.279)
C (0.406, 2.189, 3.201)
C (2.048, -2.946, -0.706)
C (1.233, -2.821, -1.974)
C (2.468, -4.227, -0.340)
H (3.502, -6.576, 0.433)
H (4.938, -5.787, 1.101)
H (3.551, -6.090, 2.140)
H (4.235, -3.507, 2.440)
H (3.918, 0.002, 1.591)
H (3.237, -0.837, 2.999)
H (4.846, -1.246, 2.405)
H (1.266, -0.486, -1.091)
H (3.652, -0.287, -1.699)
H (2.894, 1.285, -1.359)
H (4.013, 0.555, -0.188)
H (1.939, 0.488, 1.744)
H (1.220, 1.476, 0.460)
H (-0.416, -0.732, 0.383)
H (-2.743, -2.786, 2.086)
H (-2.202, -1.862, 0.668)
H (-1.023, -2.722, 1.674)
H (-3.453, -1.533, 3.803)
H (-3.381, 1.315, 6.255)
H (-4.609, 0.513, 5.268)
H (-3.558, -0.456, 6.295)
H (-1.488, 2.072, 5.024)
H (0.127, 3.030, 3.849)
H (1.380, 1.823, 3.559)
H (0.543, 2.583, 2.190)
H (1.132, -3.813, -2.438)
H (0.215, -2.452, -1.785)
H (1.696, -2.162, -2.722)
H (2.166, -5.075, -0.956)
C (1.480, 4.013, -0.818)
C (1.423, 4.160, -2.345)
O (0.001, 4.169, -2.728)
C (-0.677, 3.690, -1.658)
C (0.123, 3.452, -0.556)
H (2.312, 3.392, -0.470)
H (1.594, 5.004, -0.349)
H (1.879, 5.077, -2.729)
H (1.921, 3.289, -2.811)
H (-1.759, 3.547, -1.719)
H (-0.223, 3.050, 0.388)

Force components x, y, z for each atom (eV/Å):
C 0.090 -0.414 0.079
C -0.369 0.344 0.096
C 0.121 -0.001 -0.274
C -0.308 -0.168 -0.021
C 0.204 0.172 0.234
C 0.269 -0.158 0.279
C -0.153 -0.001 -0.248
C 0.056 0.187 -0.208
C 0.786 -0.054 -0.312
C -0.134 -0.338 0.972
C 0.129 -0.123 -0.284
C -0.626 0.113 -0.190
C -0.018 -0.381 -0.087
C 0.074 -0.377 -0.331
C 0.168 -0.391 -0.196
C -0.062 0.321 0.246
C 0.207 0.444 0.076
C 0.070 -0.085 0.320
C 0.040 0.530 0.110
C -0.056 0.284 0.381
C -0.173 -0.121 -0.149
C 0.327 -0.049 0.055
H 0.017 0.110 0.093
H -0.245 0.026 -0.046
H -0.001 0.061 -0.206
H 0.019 0.041 -0.202
H -0.028 -0.229 0.182
H 0.069 0.014 -0.096
H -0.345 0.054 -0.088
H 0.101 0.045 0.145
H -0.145 0.189 0.231
H 0.058 -0.197 0.098
H -0.281 -0.082 -0.244
H -0.428 0.140 -0.312
H 0.017 -0.246 0.056
H -0.086 -0.048 0.260
H 0.186 0.199 -0.164
H 0.000 -0.055 0.204
H -0.198 0.188 0.010
H 0.275 0.232 -0.030
H -0.024 -0.187 -0.073
H 0.201 -0.059 -0.053
H 0.097 0.169 -0.245
H 0.017 -0.267 -0.301
H 0.147 -0.212 -0.204
H -0.254 -0.081 -0.155
H 0.037 -0.118 0.229
H 0.012 0.370 0.133
H 0.188 -0.001 -0.049
H -0.080 -0.095 0.250
H 0.136 0.202 0.085
C 0.181 0.588 -0.116
C 0.252 -0.289 -0.286
O 0.319 0.033 0.419
C 1.557 -0.772 2.218
C -1.998 0.251 -1.583
H -0.041 0.059 -0.223
H -0.004 -0.268 0.053
H -0.202 -0.212 0.074
H -0.468 0.336 -0.066
H 0.506 0.086 -0.362
H -0.205 0.293 -0.185